A molecular structure, C33H77IN5O8PSi2 at a distorted geometry, computed with ωB97M-V/def2-TZVPD.

**Lowest unoccupied orbital energy**: 0.3 eV
**Kohn-Sham gap**: 7.89 eV
**Total energy**: -3397.45157 Eh

Element x y z (Å)
C 5.6409 -4.8486 1.8339
C 4.9274 -3.5363 1.3288
C 5.5722 -2.2927 2.0400
C 4.5692 -1.1233 2.3283
C 5.4232 0.1533 2.7248
Si 3.4872 -0.6407 0.8448
O 2.6603 0.8397 1.1995
Si 1.2298 0.5466 2.1184
I 1.3715 1.9498 4.1651
C -0.2680 0.9835 1.0328
C -1.4295 1.7292 1.7885
C -2.3880 0.7375 2.5563
C -3.3653 0.0233 1.5599
C -4.7018 0.8314 1.3757
C -5.7687 -0.0048 0.5821
C -6.7849 -0.7475 1.5368
C -6.4310 -2.2451 1.8065
C -7.5341 -2.8649 2.7449
C -8.5191 -3.8645 2.0409
C -8.7067 -3.6318 0.5173
O -9.9615 -4.2224 0.1443
C -10.0914 -4.2380 -1.2676
P 4.6751 -0.1867 -0.9991
C 3.5746 -0.8519 -2.3818
O 6.1615 -1.0137 -0.9850
H 4.9372 -5.5251 2.3654
H 6.0861 -5.4066 0.9811
H 6.4775 -4.6380 2.5331
H 5.1217 -3.4815 0.2346
H 3.8331 -3.6180 1.5077
H 5.9318 -2.6444 3.0399
H 6.4560 -1.9373 1.4708
H 3.9014 -1.3475 3.1933
H 4.7269 0.9287 3.1078
H 6.1578 -0.1118 3.5140
H 5.9610 0.5133 1.8199
H 2.4783 -1.6816 0.5488
H 1.1569 -0.8807 2.5025
H -0.7209 0.0602 0.5992
H 0.1016 1.6095 0.1917
H -1.0704 2.5494 2.4398
H -2.0631 2.1988 0.9970
H -1.7526 0.0026 3.0998
H -3.0084 1.3592 3.2326
H -2.8911 -0.0918 0.5641
H -3.6222 -0.9679 2.0015
H -4.4807 1.7929 0.8664
H -5.0544 1.1076 2.3968
H -6.3831 0.6535 -0.0683
H -5.2135 -0.7333 -0.0498
H -7.8457 -0.5994 1.2281
H -6.7023 -0.2247 2.5215
H -5.4852 -2.2354 2.4000
H -6.2130 -2.8364 0.8962
H -6.9940 -3.4527 3.5230
H -8.0691 -2.0324 3.2389
H -8.2530 -4.9148 2.2833
H -9.5220 -3.7041 2.5060
H -8.6153 -2.5729 0.1972
H -7.9292 -4.2360 -0.0143
H -10.5632 -5.1721 -1.6450
H -9.1195 -4.1384 -1.7986
H -10.7427 -3.3959 -1.5885
H 4.1421 -0.7632 -3.3273
H 3.3181 -1.9117 -2.1405
H 2.6221 -0.2822 -2.4154
H 6.1190 -1.7911 -1.5595
C -3.8025 4.3947 -2.7262
C -4.3597 3.8545 -1.4348
O -4.5023 2.6537 -1.2401
N -4.7048 4.7466 -0.4728
C -4.6102 6.1970 -0.5078
H -3.5748 3.5643 -3.3904
H -4.5357 5.0386 -3.2142
H -2.8827 4.9507 -2.5377
H -5.0696 4.3132 0.3609
H -3.9697 6.5211 0.3111
H -5.6090 6.6118 -0.3611
H -4.2049 6.5554 -1.4496
C -2.5235 7.2808 3.7384
C -2.5922 8.0511 2.4459
O -3.5871 8.0381 1.7330
N -1.5026 8.7753 2.0813
C -0.2407 8.9166 2.7830
H -3.4636 6.7564 3.8910
H -1.7186 6.5449 3.6978
H -2.3665 7.9616 4.5764
H -1.6211 9.2633 1.2075
H -0.0796 9.9729 3.0060
H 0.5634 8.5663 2.1333
H -0.2269 8.3490 3.7080
C 4.5271 -2.3953 -5.9834
C 5.9585 -2.4261 -5.5227
O 6.2673 -2.4027 -4.3370
N 6.9256 -2.4805 -6.4745
C 6.7638 -2.5125 -7.9152
H 3.8728 -2.3534 -5.1153
H 4.3489 -1.5094 -6.5982
H 4.2935 -3.2990 -6.5495
H 7.8596 -2.4990 -6.0965
H 7.2231 -3.4255 -8.2998
H 7.2770 -1.6506 -8.3453
H 5.7176 -2.4869 -8.2042
C 1.8216 1.3582 -8.4148
C 3.1367 1.1426 -7.7136
O 3.7129 0.0628 -7.7301
N 3.6806 2.1931 -7.0483
C 3.1580 3.5393 -6.9119
H 1.5190 0.4321 -8.8971
H 1.0519 1.6421 -7.6955
H 1.9230 2.1302 -9.1792
H 4.5589 1.9742 -6.6042
H 3.8852 4.2413 -7.3240
H 3.0200 3.7560 -5.8512
H 2.2111 3.6595 -7.4287
C 3.7855 -6.0879 6.9617
C 3.6918 -5.2947 5.6840
O 2.6952 -5.3159 4.9784
N 4.7641 -4.5394 5.3263
C 6.0266 -4.3830 6.0209
H 2.8580 -6.6353 7.1094
H 4.6059 -6.8051 6.9024
H 3.9330 -5.4197 7.8118
H 4.6288 -4.0379 4.4613
H 6.1667 -3.3271 6.2615
H 6.8337 -4.7031 5.3583
H 6.0603 -4.9668 6.9355

Atomic forces in eV per Å
-0.1 -0.3 -0.3
1.1 -0.4 0.3
-1.1 -0.4 0.5
1.0 0.8 0.0
-0.7 -0.5 -0.2
0.1 0.4 0.5
-1.0 -2.0 0.8
0.6 0.7 -1.4
0.0 -0.3 -0.4
-0.5 0.5 0.6
-0.7 -0.3 -0.7
0.5 0.6 -1.0
-0.4 0.4 0.8
0.5 -0.2 0.0
-0.4 0.3 0.6
0.9 0.1 0.1
-0.2 0.7 1.1
0.8 -0.9 -0.5
-0.8 1.0 0.4
0.5 -1.5 0.5
0.6 0.2 -0.5
-0.5 0.2 -0.8
0.5 1.4 -0.7
0.4 -0.9 0.8
-1.4 -0.2 -0.3
0.4 0.4 -0.4
-0.4 0.2 0.6
-0.5 0.0 -0.4
-0.4 0.2 0.6
0.7 0.2 -0.1
0.0 0.3 -0.7
-0.6 -0.1 0.3
0.4 -0.2 -0.6
0.7 -0.2 -0.3
-0.4 0.2 -0.4
-0.2 0.0 0.7
-0.3 0.0 0.0
0.2 0.2 0.3
0.6 0.5 0.2
-0.1 -0.4 0.5
0.0 -0.5 -0.3
0.4 -0.1 0.5
-0.6 0.5 0.0
0.5 -0.6 0.1
-0.2 -0.2 0.5
0.2 0.5 -0.6
-0.1 -0.7 0.1
-0.1 -0.3 -0.6
0.7 -0.3 0.2
-0.5 0.4 0.2
0.7 -0.3 -0.1
-0.3 -0.4 -0.6
-0.5 0.0 -0.6
-0.4 0.4 0.4
-0.5 0.5 -0.3
0.2 -0.5 -0.2
0.0 0.6 -0.5
0.6 -0.2 -0.4
-0.2 -0.4 0.3
-0.2 0.7 0.2
0.2 0.4 0.6
-0.4 0.0 0.4
0.4 -0.3 0.1
-0.4 -0.1 0.4
0.2 0.6 -0.6
0.7 -0.1 0.1
0.2 -0.1 0.0
0.1 0.0 -0.1
-0.2 -0.2 0.4
0.1 0.1 -0.2
0.2 -0.1 -0.5
-0.1 -0.3 0.5
-0.1 0.0 0.1
0.1 0.1 0.0
-0.1 0.1 -0.1
0.0 0.0 0.0
-0.1 0.2 -0.2
0.1 0.2 -0.1
0.0 -0.1 0.0
-0.1 -0.1 0.0
-0.1 0.1 -0.2
0.1 0.0 0.2
-0.2 -0.2 0.3
-0.1 0.2 -0.5
0.0 0.1 -0.1
0.0 0.1 0.1
0.1 -0.1 0.0
0.0 0.0 0.0
0.2 -0.1 0.1
0.1 0.0 0.2
-0.1 0.0 -0.1
0.0 0.1 0.0
0.1 -0.1 0.2
0.0 0.1 0.1
-0.3 0.0 0.1
0.4 0.0 0.2
0.1 -0.1 0.0
0.0 -0.3 0.0
0.0 0.1 -0.1
0.0 0.0 0.0
-0.1 0.0 -0.2
-0.1 0.0 -0.2
0.0 0.1 0.1
-0.1 -0.1 -0.1
0.3 -0.1 0.1
-0.1 0.1 -0.2
-0.3 -0.2 -0.2
0.4 -0.1 0.2
0.1 0.0 0.1
0.0 0.1 -0.1
-0.1 0.1 0.1
0.0 0.0 0.0
-0.2 0.2 0.0
-0.1 0.2 -0.1
0.0 -0.1 0.0
0.0 -0.1 0.1
-0.2 0.1 -0.3
0.0 -0.1 0.1
-0.1 -0.2 0.3
-0.1 0.3 -0.5
0.0 0.1 -0.1
0.0 0.1 0.1
0.1 -0.1 0.0
0.0 0.0 0.0
0.2 -0.1 0.1
0.1 0.0 0.2
-0.1 0.0 0.0